(1)
This record from the Open Molecules 2025 dataset describes a molecular structure, C16H18BFN6Pb in a non-equilibrium geometry. The level of theory is ωB97M-V/def2-TZVPD.

```
43
Properties=species:S:1:pos:R:3:lowdin_charge:R:1
H 2.63 -1.02 -1.37 0.103
N 1.08 0.43 -1.23 -0.039
B -0.56 2.33 -1.66 -0.491
N 0.62 1.40 -2.10 -0.031
C 1.38 1.41 -3.21 -0.076
Pb 0.19 0.10 1.15 1.357
H 1.18 2.13 -4.00 0.119
C 2.34 0.40 -3.09 -0.067
H 3.10 0.15 -3.80 0.084
C 2.11 -0.19 -1.84 -0.133
H -0.81 3.12 -2.52 0.115
C -0.05 -0.66 3.48 -0.212
H 0.21 -1.53 4.09 0.044
H -1.02 -0.89 3.01 0.021
H -0.10 0.26 4.08 0.035
N -0.10 3.02 -0.34 -0.016
N -1.81 1.46 -1.32 -0.018
N 0.24 2.31 0.81 -0.183
N -1.74 0.50 -0.32 -0.056
C 0.07 4.33 -0.12 -0.068
C -3.06 1.51 -1.81 -0.066
H -0.15 5.02 -0.92 0.120
H -3.30 2.24 -2.57 0.122
C 0.54 4.50 1.18 -0.069
C -3.82 0.54 -1.17 -0.063
C 0.64 3.22 1.74 -0.142
C -2.95 -0.09 -0.26 -0.140
H 0.78 5.44 1.65 0.087
H -4.86 0.32 -1.34 0.087
H 0.98 2.93 2.73 0.103
H -3.16 -0.91 0.42 0.106
H 0.91 -0.61 2.76 -0.064
F 1.01 -6.41 0.78 0.013
C 0.88 -5.04 0.73 -0.279
C -0.34 -4.50 0.35 -0.017
C -0.47 -3.08 0.35 -0.145
C 0.59 -2.31 0.76 -0.330
C 1.82 -2.85 1.07 -0.163
C 1.98 -4.26 1.08 -0.022
H -1.17 -5.14 0.07 0.108
H -1.42 -2.64 0.03 0.070
H 2.68 -2.22 1.32 0.087
H 2.92 -4.72 1.36 0.108
```

Calculated values
energy: -34463.5507 eV


(2)
This record from the Open Molecules 2025 dataset describes a molecular structure, C39H31ClMgN3O4P. The level of theory is ωB97M-V/def2-TZVPD.

```
80
Properties=species:S:1:pos:R:3:lowdin_charge:R:1
Mg 0.30 0.13 -0.08 0.392
O 0.43 0.75 1.80 -0.159
C 0.28 1.88 2.39 -0.364
C 0.29 1.94 3.81 -0.036
C 0.12 3.12 4.50 -0.136
C -0.05 4.33 3.81 -0.151
C -0.05 4.30 2.43 -0.089
C 0.11 3.13 1.70 -0.135
C 0.08 3.24 0.24 -0.089
N 0.20 2.25 -0.56 -0.042
N 0.12 2.55 -1.91 0.063
C 0.13 1.44 -2.59 -0.495
O 0.19 0.26 -2.13 -0.124
C 0.09 1.59 -4.08 -0.137
C -0.33 2.77 -4.69 -0.037
C -0.37 2.87 -6.07 -0.107
C 0.00 1.79 -6.87 -0.124
C 0.43 0.62 -6.27 -0.101
C 0.46 0.52 -4.88 -0.040
H 0.43 1.00 4.33 0.102
H 0.13 3.11 5.58 0.084
H -0.18 5.26 4.35 0.073
H -0.19 5.23 1.88 0.094
H -0.08 4.23 -0.18 0.112
H -0.62 3.60 -4.06 0.101
H -0.71 3.79 -6.54 0.088
H -0.03 1.87 -7.95 0.085
H 0.73 -0.23 -6.88 0.090
H 0.79 -0.39 -4.39 0.116
O 4.09 -1.34 0.34 0.003
C 2.89 -1.54 0.51 -0.617
O 1.94 -1.03 -0.14 -0.112
C 2.51 -2.55 1.62 -0.106
C 3.58 -3.05 2.37 -0.037
C 3.38 -3.96 3.39 -0.101
C 2.09 -4.39 3.68 -0.106
C 1.02 -3.89 2.96 -0.093
C 1.20 -2.97 1.92 -0.266
P -0.26 -2.33 0.99 1.094
C -1.60 -2.57 2.23 -0.365
C -2.40 -3.70 2.35 -0.100
C -3.39 -3.76 3.32 -0.106
C -3.59 -2.69 4.18 -0.114
C -2.80 -1.55 4.06 -0.084
C -1.82 -1.49 3.08 -0.094
C -0.60 -3.71 -0.17 -0.338
C 0.24 -4.81 -0.36 -0.080
C -0.07 -5.76 -1.32 -0.105
C -1.21 -5.65 -2.08 -0.103
C -2.06 -4.55 -1.90 -0.071
C -1.74 -3.59 -0.96 -0.089
H 4.56 -2.70 2.10 0.106
H 4.23 -4.34 3.96 0.088
H 1.91 -5.10 4.48 0.089
H 0.02 -4.23 3.20 0.092
H -2.25 -4.54 1.68 0.101
H -4.01 -4.65 3.41 0.089
H -4.37 -2.74 4.94 0.087
H -2.97 -0.70 4.71 0.098
H -1.23 -0.59 2.94 0.081
H 1.14 -4.91 0.23 0.099
H 0.60 -6.61 -1.46 0.090
H -1.45 -6.39 -2.83 0.090
H -2.95 -4.44 -2.51 0.079
H -2.38 -2.72 -0.83 0.070
Cl -2.29 0.09 -0.04 -0.042
N -2.48 -0.71 -3.17 0.129
C -3.32 -1.73 -3.50 -0.341
C -3.17 -2.47 -4.68 -0.054
C -4.06 -3.48 -5.01 -0.135
C -5.14 -3.78 -4.18 -0.153
C -5.30 -3.04 -3.01 -0.123
C -4.42 -2.03 -2.67 -0.058
H -2.43 -0.46 -2.18 -0.051
H -1.54 -0.75 -3.56 0.067
H -2.33 -2.26 -5.33 0.102
H -3.91 -4.05 -5.92 0.088
H -5.83 -4.57 -4.44 0.078
H -6.13 -3.26 -2.34 0.093
H -4.54 -1.47 -1.75 0.098
```

Calculated values
energy: -80871.3890 eV
energy above the lowest of the compared OMol25 structures with the same formula, charge and spin: 0.0 kJ/mol
net charge: -2


Going through the records in order, we get molecular weight values of 531.372, 696.426 g mol⁻¹.